1.
{
  "formula": "C3H4N2O3",
  "method": "wB97M-V/def2-TZVPD",
  "gap_ha": 0.3940,
  "relative_energy_kcal_mol": 157.68,
  "mol_weight_g_mol": 116.076,
  "species": ["C", "O", "N", "O", "C", "N", "C", "O", "H", "H", "H", "H"],
  "positions_angstrom": [[1.67, -0.31, 0.49], [0.97, -0.72, -0.77], [-0.21, -0.19, -0.76], [-1.37, -1.05, -0.54], [-2.10, -0.19, 0.08], [-1.74, 1.12, 0.27], [-0.33, 1.08, -0.39], [0.49, 1.97, -0.63], [1.42, -1.31, 1.24], [2.67, -0.63, 0.34], [1.67, 0.88, 0.69], [-3.15, -0.64, -0.01]]
}

2.
{
  "formula": "C30H27CoN5O2S3Sb",
  "method": "wB97M-V/def2-TZVPD",
  "gap_ha": [0.2325, 0.1652],
  "relative_energy_kcal_mol": 49.79,
  "multiplicity": 6,
  "mol_weight_g_mol": 766.473,
  "total_charge": -1,
  "s2": 8.814,
  "species": ["Co", "S", "Sb", "S", "S", "C", "C", "C", "C", "C", "C", "N", "C", "C", "C", "C", "C", "C", "H", "H", "H", "H", "H", "H", "H", "H", "H", "H", "O", "C", "N", "C", "C", "O", "N", "C", "C", "C", "C", "C", "C", "C", "C", "C", "C", "C", "C", "H", "H", "H", "H", "H", "H", "H", "H", "H", "H", "H", "C", "N", "C", "C", "N", "H", "H", "H", "H", "H", "H"],
  "positions_angstrom": [[1.46, -1.26, 0.42], [-0.28, -5.67, 2.29], [-0.12, -4.04, 0.59], [-0.65, -2.00, 1.94], [2.20, -3.46, 0.72], [-2.70, 2.17, 0.02], [-1.77, 1.62, -1.04], [-0.64, 0.78, -0.43], [-0.12, 1.21, 0.92], [-0.90, 2.01, 1.70], [-2.23, 2.40, 1.25], [1.07, 0.61, 1.24], [1.85, 1.04, 2.29], [2.13, 2.40, 2.53], [3.01, 2.79, 3.52], [3.66, 1.85, 4.32], [3.41, 0.50, 4.09], [2.52, 0.10, 3.09], [-3.68, 2.50, -0.29], [-1.60, 0.54, -2.84], [0.20, 0.80, -1.13], [-0.59, 2.26, 2.70], [-2.87, 2.88, 1.97], [1.63, 3.14, 1.91], [3.20, 3.85, 3.68], [4.34, 2.16, 5.10], [3.89, -0.25, 4.70], [2.32, -0.95, 2.93], [-3.74, -1.53, 1.82], [-3.02, -1.19, 0.91], [-3.44, -0.75, -0.32], [-2.39, -0.73, -1.33], [-1.09, -0.72, -0.44], [-0.08, -1.53, -0.84], [-1.64, -1.16, 0.88], [-2.37, 0.61, -2.06], [-1.25, 2.85, -1.72], [-1.81, 3.53, -2.76], [-3.00, 3.26, -3.47], [-3.88, 2.15, -3.35], [-3.66, 0.98, -2.71], [-2.45, -1.95, -2.23], [-3.22, -3.06, -1.88], [-3.24, -4.20, -2.68], [-2.48, -4.25, -3.84], [-1.68, -3.17, -4.18], [-1.67, -2.03, -3.38], [-4.41, -0.82, -0.55], [-0.38, 3.30, -1.24], [-1.31, 4.45, -3.04], [-3.30, 4.02, -4.18], [-4.83, 2.25, -3.87], [-4.44, 0.23, -2.73], [-3.80, -3.04, -0.97], [-3.84, -5.04, -2.39], [-2.49, -5.14, -4.46], [-1.06, -3.21, -5.07], [-1.01, -1.21, -3.65], [5.61, -1.45, 2.07], [5.30, -0.32, 1.20], [5.61, 1.02, 1.71], [4.24, -0.44, 0.43], [3.31, -0.54, -0.25], [6.69, -1.52, 2.20], [5.24, -2.37, 1.61], [5.12, -1.33, 3.04], [6.63, 1.00, 2.08], [4.93, 1.31, 2.51], [5.54, 1.74, 0.89]]
}

3.
{
  "formula": "C7H14OS",
  "method": "wB97M-V/def2-TZVPD",
  "gap_ha": [0.3039, 0.2546],
  "relative_energy_kcal_mol": 147.23,
  "mol_weight_g_mol": 146.255,
  "species": ["C", "C", "C", "C", "C", "C", "C", "O", "S", "H", "H", "H", "H", "H", "H", "H", "H", "H", "H", "H", "H", "H", "H"],
  "positions_angstrom": [[3.60, 1.21, -0.13], [-0.28, 0.59, 0.79], [1.10, 0.48, 1.17], [-0.34, -0.52, -1.41], [-1.11, -0.36, -0.24], [-1.49, -1.58, 0.53], [-2.51, 0.32, -0.64], [2.77, -1.18, -0.38], [2.32, 0.17, -0.49], [4.57, 0.92, -0.49], [3.28, 2.22, -0.11], [-0.98, 0.61, 1.71], [-0.41, 1.53, 0.37], [1.52, 1.39, 1.66], [1.42, -0.31, 1.88], [0.44, -1.18, -1.43], [-0.49, 0.08, -2.27], [-1.10, -1.62, 1.53], [-1.04, -2.45, -0.15], [-2.54, -1.69, 0.50], [-3.19, 0.40, 0.16], [-2.95, -0.35, -1.35], [-2.60, 1.32, -1.22]]
}

4.
{
  "formula": "C13H27INO3S",
  "method": "wB97M-V/def2-TZVPD",
  "gap_ha": 0.2701,
  "mol_weight_g_mol": 404.334,
  "total_charge": 1,
  "species": ["C", "C", "O", "O", "C", "C", "C", "C", "C", "C", "N", "C", "C", "C", "I", "H", "H", "H", "H", "H", "H", "H", "H", "H", "H", "H", "H", "H", "H", "H", "H", "H", "H", "H", "H", "H", "C", "S", "O", "C", "H", "H", "H", "H", "H", "H"],
  "positions_angstrom": [[3.05, -2.37, 0.08], [2.55, -1.14, 1.01], [2.23, -1.47, 2.19], [2.52, 0.21, 0.59], [1.25, 0.55, -0.04], [1.51, 1.00, -1.57], [0.28, 0.72, -2.56], [0.19, -0.78, -3.13], [-0.32, -1.88, -2.09], [-1.84, -1.72, -1.60], [-2.80, -0.86, -2.36], [-4.10, -1.01, -1.56], [-3.77, -1.72, -0.12], [-2.18, -1.34, -0.08], [-2.32, 0.81, 0.45], [2.34, -3.25, 0.17], [4.08, -2.74, 0.44], [3.08, -1.97, -0.99], [0.82, 1.48, 0.50], [0.47, -0.27, 0.07], [1.63, 2.15, -1.54], [2.51, 0.58, -1.92], [-0.70, 1.07, -2.09], [0.44, 1.41, -3.48], [1.27, -1.08, -3.43], [-0.41, -0.84, -4.11], [0.37, -2.02, -1.18], [-0.27, -2.90, -2.65], [-2.31, -2.77, -1.73], [-2.95, -1.39, -3.24], [-2.61, 0.15, -2.49], [-4.71, -1.84, -2.09], [-4.83, -0.14, -1.55], [-4.17, -1.17, 0.80], [-4.04, -2.84, -0.07], [-1.55, -1.76, 0.77], [1.50, 4.46, 3.89], [0.69, 2.90, 3.47], [-0.52, 2.77, 4.34], [1.97, 1.83, 4.15], [0.85, 5.28, 3.59], [1.67, 4.51, 4.97], [2.45, 4.53, 3.36], [2.11, 2.05, 5.21], [2.91, 1.99, 3.61], [1.66, 0.79, 4.02]]
}

5.
{
  "formula": "C36H31F5N3O2",
  "method": "wB97M-V/def2-TZVPD",
  "gap_ha": 0.2645,
  "mol_weight_g_mol": 632.653,
  "total_charge": 1,
  "species": ["C", "N", "C", "C", "N", "C", "C", "F", "C", "F", "C", "F", "C", "F", "C", "F", "C", "C", "O", "C", "C", "C", "C", "C", "C", "C", "C", "N", "C", "C", "C", "C", "C", "O", "C", "C", "C", "C", "C", "C", "C", "C", "C", "C", "C", "C", "H", "H", "H", "H", "H", "H", "H", "H", "H", "H", "H", "H", "H", "H", "H", "H", "H", "H", "H", "H", "H", "H", "H", "H", "H", "H", "H", "H", "H", "H", "H"],
  "positions_angstrom": [[-4.80, -1.09, 2.35], [-4.16, 0.21, 2.50], [-4.87, 1.34, 2.89], [-3.98, 2.33, 3.05], [-2.72, 1.81, 2.76], [-1.52, 2.50, 3.12], [-1.15, 3.65, 2.44], [-1.87, 4.02, 1.35], [-0.04, 4.38, 2.84], [0.35, 5.48, 2.16], [0.69, 3.96, 3.96], [1.76, 4.67, 4.37], [0.32, 2.81, 4.65], [1.03, 2.39, 5.72], [-0.78, 2.08, 4.22], [-1.17, 0.97, 4.88], [-2.83, 0.54, 2.33], [-1.67, -0.36, 1.89], [-1.79, -1.58, 2.19], [-0.58, 0.18, 1.11], [0.70, -0.53, 0.77], [1.72, -0.05, 1.87], [2.33, -0.95, 2.77], [3.47, -0.55, 3.50], [3.91, 0.77, 3.48], [3.14, 1.72, 2.81], [2.00, 1.32, 2.07], [1.46, -0.16, -0.65], [2.94, 0.07, -0.35], [3.80, -0.40, -1.51], [2.91, -1.19, -2.43], [1.51, -0.72, -2.15], [0.44, -1.70, -2.55], [0.56, -2.86, -1.73], [0.62, -2.21, -4.00], [0.21, -3.51, -4.27], [0.37, -4.05, -5.55], [0.93, -3.28, -6.58], [1.31, -1.96, -6.32], [1.16, -1.43, -5.03], [-0.91, -1.00, -2.37], [-1.72, -1.31, -1.29], [-2.88, -0.56, -1.07], [-3.24, 0.46, -1.95], [-2.46, 0.71, -3.09], [-1.30, -0.03, -3.30], [-4.06, -1.87, 2.49], [-5.60, -1.21, 3.10], [-5.27, -1.19, 1.36], [-5.94, 1.36, 3.05], [-4.11, 3.36, 3.38], [-0.71, 1.27, 0.97], [0.53, -1.66, 0.82], [1.96, -1.97, 2.86], [4.04, -1.29, 4.08], [4.84, 1.07, 3.97], [3.44, 2.78, 2.81], [1.37, 2.09, 1.61], [1.08, 0.83, -0.91], [3.28, -0.47, 0.54], [3.02, 1.15, -0.20], [4.60, -1.06, -1.14], [4.31, 0.43, -2.00], [3.03, -2.28, -2.32], [3.17, -0.99, -3.48], [1.40, 0.22, -2.70], [0.80, -2.59, -0.83], [-0.22, -4.12, -3.47], [0.07, -5.09, -5.73], [1.06, -3.70, -7.58], [1.75, -1.34, -7.11], [1.48, -0.40, -4.84], [-1.46, -2.13, -0.62], [-3.49, -0.79, -0.20], [-4.14, 1.05, -1.76], [-2.75, 1.48, -3.80], [-0.68, 0.15, -4.19]]
}

6.
{
  "formula": "C4HCuO2",
  "method": "wB97M-V/def2-TZVPD",
  "gap_ha": 0.2198,
  "relative_energy_kcal_mol": 12.73,
  "mol_weight_g_mol": 144.596,
  "species": ["O", "C", "C", "H", "C", "C", "O", "Cu"],
  "positions_angstrom": [[-3.25, -0.14, 0.35], [-1.98, -0.05, 0.07], [-0.86, 0.38, -0.18], [-3.72, -0.69, -0.30], [0.96, -1.09, -1.19], [0.25, -0.53, -0.18], [1.48, -0.39, 0.52], [2.02, -2.41, 0.62]]
}